Model 1:
10
Properties=species:S:1:pos:R:3 method="wB97M-V/def2-TZVPD" gap_ev=9.927 smiles="O=CN1C[C@H]1I" e_lumo_ev=0.247 e_homo_ev=-9.680
I -0.608 -1.637 -2.224
O 0.693 -1.656 1.872
N -0.034 -0.057 0.452
C 0.071 0.952 -0.514
C 0.785 -0.591 1.375
C -0.843 -0.188 -0.722
H 0.901 1.078 -1.134
H 1.489 0.094 1.649
H -0.537 1.944 -0.254
H -1.916 0.062 -0.499

=====

Model 2:
10
Properties=species:S:1:pos:R:3 method="wB97M-V/def2-TZVPD" gap_ev=9.934 e_lumo_ev=0.238 e_homo_ev=-9.696
I -0.205 -0.187 -3.221
O -1.903 1.675 -1.576
N -0.291 0.489 -0.512
C -0.111 -0.465 0.244
C 0.909 -0.299 1.389
C -1.074 0.867 -1.590
H -0.648 -1.317 0.450
H 1.071 -1.297 1.798
H 1.727 0.143 0.887
H 0.525 0.391 2.130

=====

The calculated energies rank the structures as follows, beginning with the most stable: model 2, model 1.

=====

Model 1:
16
Properties=species:S:1:pos:R:3 method="wB97M-V/def2-TZVPD" gap_ev="7.005 / 8.082" e_lumo_ev="-4.592 / -4.067" e_homo_ev="-11.597 / -12.149" total_charge=+1
F -2.347 1.053 -0.481
O -1.759 -0.805 0.685
N 1.765 1.337 0.197
C 0.699 0.547 -0.529
C -1.954 0.446 0.634
C 0.537 -0.938 -0.075
C -0.943 -1.464 -0.257
H 1.727 1.180 1.230
H 0.698 0.700 -1.688
H 2.729 1.219 -0.076
H -1.155 -2.478 -0.057
H 1.550 2.356 -0.073
H 0.916 -1.661 -0.680
H 0.893 -1.176 0.925
H -1.226 -1.215 -1.262
H -2.130 0.898 1.506

=====

Model 2:
16
Properties=species:S:1:pos:R:3 method="wB97M-V/def2-TZVPD" gap_ev="8.992 / 9.023" e_lumo_ev="-5.065 / -5.080" e_homo_ev="-14.056 / -14.103" total_charge=+1
F -3.641 -0.506 -0.118
O -2.124 0.930 0.560
N 0.323 0.029 0.003
C -2.505 -0.072 0.156
C -0.239 -1.098 -0.566
C 1.064 -0.201 1.304
C 1.101 0.835 -1.031
H 1.906 -0.793 1.124
H -0.576 -0.988 -1.563
H 1.524 0.062 -1.623
H 1.241 0.816 1.761
H -0.422 0.738 0.253
H 0.263 -0.681 1.871
H 1.866 1.509 -0.619
H -0.047 -1.976 0.073
H 0.266 1.395 -1.585

=====

The calculated energies rank the structures as follows, beginning with the most stable: model 2, model 1.

=====

Model 1:
19
Properties=species:S:1:pos:R:3 method="wB97M-V/def2-TZVPD" gap_ev="4.604 / 6.253" e_lumo_ev="4.394 / 4.259" e_homo_ev="-0.210 / -1.993" total_charge=-1 s2=0.77 multiplicity=2
C -0.153 0.952 0.617
C 0.700 -1.566 -2.012
C -0.217 -0.381 0.110
C -0.560 1.265 1.905
C -0.229 -0.636 -1.277
C 0.310 2.044 -0.327
C -0.100 -1.487 1.104
H -1.251 0.592 2.385
H 0.672 -2.581 -1.619
H 0.106 -2.448 0.609
H -0.892 -0.021 -1.878
H 0.993 1.606 -1.062
H -1.054 -1.755 1.617
H 0.607 -1.406 1.941
H -0.268 2.203 2.367
H 0.924 2.777 0.218
H 1.719 -1.166 -1.961
H 0.461 -1.721 -3.067
H -0.515 2.518 -0.868

=====

Model 2:
19
Properties=species:S:1:pos:R:3 method="wB97M-V/def2-TZVPD" gap_ev="3.160 / 8.059" e_lumo_ev="4.401 / 4.139" e_homo_ev="1.241 / -3.920" total_charge=-1 s2=0.75 multiplicity=2
C 0.956 -1.168 1.378
C -0.760 -1.262 -0.274
C 0.345 -0.587 0.122
C 0.231 1.862 -0.897
C 1.116 -0.376 2.434
C 1.014 0.625 -0.486
C -1.921 -0.668 -1.049
H -2.792 -1.332 -1.092
H 1.362 0.241 -1.474
H 1.372 -0.731 3.432
H 1.199 -2.210 1.158
H 0.884 2.628 -1.315
H -0.439 2.320 -0.150
H -0.494 1.637 -1.684
H 1.846 0.816 0.187
H -1.632 -0.471 -2.081
H 0.943 0.677 2.252
H -2.191 0.264 -0.514
H -1.038 -2.266 0.053

=====

The calculated energies rank the structures as follows, beginning with the most stable: model 1, model 2.

=====

Model 1:
89
Properties=species:S:1:pos:R:3 method="wB97M-V/def2-TZVPD" gap_ev=9.919 smiles="COCCCCCC[C@H]1[C@@H](F)[C@@H](CCCCl)S(=O)(=O)O[C@@H]1CCCBr.O=S1(=O)OCCO1.O=S1(=O)OCCO1.O=S1(=O)OCCO1" e_lumo_ev=0.495 e_homo_ev=-9.424
Br -2.775 -0.035 2.455
Cl -0.719 4.024 -2.196
S 2.519 4.502 -6.356
S 2.976 2.624 1.961
S -3.996 -6.175 -1.510
S -2.805 2.710 7.321
F 1.507 0.512 -0.632
O 4.138 2.294 2.739
O 1.091 4.778 -7.020
O -4.186 -7.717 -1.128
O 2.433 3.338 -5.549
O -2.301 3.629 6.109
O 2.705 4.019 1.815
O 2.540 5.778 -5.387
O -3.820 -6.381 -3.086
O -2.227 3.609 8.509
O -0.044 -4.152 -3.962
O -2.765 -5.731 -0.958
O -5.203 -5.471 -1.283
O -2.085 1.489 7.267
O -4.219 2.740 7.377
O 1.718 1.958 2.665
O 3.516 4.658 -7.350
C 0.989 3.496 -2.233
C 2.931 2.762 -0.830
C -1.803 4.880 6.605
C 0.869 -4.017 -2.893
C -1.972 0.533 4.136
C 0.746 -2.052 0.579
C 0.582 -3.586 0.575
C 1.530 6.712 -5.795
C 2.283 -0.172 1.536
C 1.934 -1.665 1.452
C 1.527 3.397 -0.815
C 1.192 0.707 2.128
C 3.247 1.839 0.352
C -0.581 1.103 3.875
C 0.491 -4.855 -1.667
C 2.629 0.436 0.181
C -4.341 -8.510 -2.314
C -1.226 -3.390 -3.815
C -1.277 4.550 7.987
C 0.400 0.082 3.271
C 0.413 5.837 -6.327
C -3.554 -7.761 -3.370
C -0.299 -4.107 -0.572
H 0.463 0.970 1.357
H 3.116 2.233 -1.765
H 0.995 -2.963 -2.614
H 3.351 -0.205 -0.328
H 0.836 2.782 -0.237
H 1.560 4.381 -0.359
H -0.198 1.492 4.818
H -0.196 -1.638 0.941
H -0.997 -4.845 -0.179
H 1.061 2.540 -2.744
H -2.580 1.355 4.498
H -1.590 -3.115 -4.802
H -2.481 -7.935 -3.274
H -0.723 1.949 3.201
H -3.960 -9.511 -2.137
H 1.136 -0.162 4.042
H 1.377 -5.329 -1.242
H -1.951 -0.273 4.862
H 2.827 -2.174 1.078
H -1.224 5.417 8.637
H -0.126 -0.805 2.938
H 3.661 3.572 -0.788
H 0.266 -3.954 1.552
H 4.323 1.669 0.353
H 1.827 -4.349 -3.295
H -0.242 6.364 -7.015
H -1.031 5.257 5.939
H -1.037 -2.480 -3.239
H -3.873 -7.995 -4.381
H 3.215 -0.099 2.105
H -0.140 -5.665 -2.040
H -0.879 -3.315 -1.044
H -0.299 4.066 7.939
H 1.590 -3.988 0.422
H -2.006 -3.958 -3.299
H 0.894 -1.771 -0.461
H 1.773 -2.048 2.461
H -0.176 5.402 -5.517
H -2.630 5.591 6.648
H 1.945 7.353 -6.575
H 1.224 7.317 -4.947
H 1.592 4.207 -2.796
H -5.403 -8.559 -2.562

=====

Model 2:
89
Properties=species:S:1:pos:R:3 method="wB97M-V/def2-TZVPD" gap_ev=9.896 smiles="COCCCCCC[C@H]1[C@@H](F)[C@@H](CCCCl)S(=O)(=O)O[C@@H]1CCCBr.O=S1(=O)OCCO1.O=S1(=O)OCCO1.O=S1(=O)OCCO1" e_lumo_ev=0.483 e_homo_ev=-9.413
Br 3.491 -0.144 1.319
Cl -0.161 3.691 -2.615
S -0.324 0.716 7.382
S 0.396 -1.905 -4.042
S 7.862 -1.887 -1.646
S -5.034 4.668 -4.282
F -1.273 -0.329 -1.174
O -4.622 6.064 -3.633
O 0.799 1.577 7.331
O -6.330 4.794 -4.843
O 0.852 -0.960 -5.010
O -4.046 0.692 3.889
O -0.380 -0.045 8.784
O 0.196 -3.263 -4.452
O 1.452 -1.910 -2.870
O -4.715 3.617 -3.384
O 6.912 -0.921 -2.491
O 8.779 -1.122 -0.885
O -3.940 4.667 -5.446
O 8.637 -2.526 -2.882
O -0.559 -0.236 6.356
O -1.629 1.607 7.599
O 7.040 -2.870 -1.033
C 3.537 -1.738 -1.057
C 1.055 -1.848 -1.463
C -3.386 6.539 -4.191
C -2.409 1.085 8.683
C -3.805 -0.538 3.232
C 7.321 -0.883 -3.868
C 2.218 -2.431 -0.690
C -1.366 0.546 9.644
C -0.646 -1.874 1.246
C -3.386 5.983 -5.601
C -0.586 1.162 -3.526
C -0.296 -2.522 -1.259
C -1.186 -1.366 -3.346
C -2.990 1.626 3.798
C -1.392 -1.417 3.656
C -0.578 -2.962 0.180
C -1.600 0.037 -3.802
C -0.961 -2.470 2.623
C -1.347 -1.567 -1.823
C 4.407 -1.389 0.139
C -2.886 -1.473 4.026
C 7.926 -2.254 -4.102
C -1.316 2.432 -3.129
H -1.789 -3.175 2.480
H -1.776 -0.012 -4.877
H 8.629 -2.277 -4.929
H -2.268 1.500 4.612
H -3.382 7.625 -4.159
H -1.153 -0.411 3.303
H -2.564 0.264 -3.340
H -2.995 -1.184 5.075
H -0.369 -3.414 -1.891
H -3.394 -0.352 2.229
H 0.974 -0.789 -1.203
H -1.754 -0.219 10.310
H 0.304 -1.334 1.321
H -1.899 2.805 -3.971
H 0.024 1.341 -4.406
H 2.027 -2.338 0.378
H 6.451 -0.688 -4.488
H 7.159 -3.017 -4.242
H -1.532 -3.500 0.171
H -3.421 2.626 3.860
H -3.251 -2.501 3.952
H 4.132 -2.373 -1.714
H -2.353 -1.954 -1.637
H -0.121 -3.068 2.984
H -2.558 6.145 -3.599
H -2.391 5.898 -6.027
H -2.455 1.532 2.847
H -0.897 1.343 10.222
H -2.010 2.245 -2.312
H 3.338 -0.809 -1.596
H -4.030 6.560 -6.267
H -4.788 -0.991 3.097
H -3.006 1.888 9.105
H -1.861 -2.089 -3.806
H 0.086 0.889 -2.711
H -1.433 -1.155 1.018
H -0.851 -1.557 4.589
H 0.177 -3.698 0.469
H 2.285 -3.488 -0.964
H -3.061 0.296 8.303
H 4.710 -2.269 0.698
H 5.279 -0.861 -0.229
H 8.056 -0.087 -3.994

=====

The calculated energies rank the structures as follows, beginning with the most stable: model 2, model 1.

=====

Model 1:
90
Properties=species:S:1:pos:R:3 method="wB97M-V/def2-TZVPD" gap_ev=6.877 e_lumo_ev=2.316 e_homo_ev=-4.561 total_charge=-1
Cl -3.992 2.187 -4.284
S -5.488 -3.288 1.463
Al -0.178 1.520 1.516
F -3.554 -1.772 -3.275
F -5.967 -4.599 2.226
F -3.969 -0.721 -1.400
F -5.638 -5.328 -0.139
F -2.170 -3.669 -2.007
F -6.840 -3.225 0.678
F -4.951 -1.974 0.790
F -2.482 -2.743 -0.080
F -4.152 -3.356 2.313
F -6.139 -2.419 2.598
F -3.664 -5.031 0.593
F -4.317 -4.707 -2.115
F -5.426 -2.943 -1.662
O 3.512 1.495 -0.385
O 1.095 -2.682 -3.311
O -1.097 -1.035 2.868
O -0.683 2.037 -0.149
O 1.014 0.323 0.775
N -2.720 0.709 3.384
N 1.103 -1.027 -4.874
C 3.844 1.589 0.940
C -1.329 -0.079 -0.883
C -0.259 1.018 -1.093
C -2.198 2.115 -4.115
C -4.717 -4.378 0.131
C 1.422 -1.534 -3.601
C -1.755 2.358 -2.673
C -3.032 -2.922 -1.297
C -3.095 -1.550 -2.007
C 3.290 2.481 1.813
C -1.735 -0.878 -2.132
C -0.335 1.802 -2.416
C -3.575 1.537 2.552
C 6.069 0.308 -0.809
C 4.660 1.774 3.570
C -4.403 -3.683 -1.229
C 5.224 0.883 2.704
C 2.154 -0.614 -2.659
C 5.605 -0.239 0.552
C 3.026 3.569 4.049
C 3.664 2.585 3.107
C 1.635 -0.694 -1.197
C 2.162 1.794 -0.763
C 1.191 0.635 -0.588
C 4.851 0.766 1.403
C -2.466 1.344 4.677
C 4.831 -1.582 0.437
B -1.461 0.298 2.694
H -2.160 0.394 -0.375
H 0.350 2.640 -2.412
H 4.009 -1.554 1.145
H -0.962 -1.622 -2.311
H 3.199 -0.929 -2.674
H 3.815 4.051 4.630
H 2.508 3.145 1.476
H 2.216 1.985 -1.835
H 4.472 -1.735 -0.577
H -3.240 2.586 2.514
H -1.796 -0.292 -3.043
H -1.988 0.664 5.379
H -1.709 3.434 -2.539
H -0.911 -0.798 -0.180
H -4.604 1.476 2.912
H -1.299 -1.268 3.787
H 5.311 0.070 -1.555
H -3.434 1.609 5.112
H -0.126 1.090 -3.228
H 2.438 -1.071 -0.581
H -1.780 2.881 -4.762
H 0.437 2.828 2.230
H 0.848 -1.440 -1.154
H 6.512 -0.472 1.112
H -3.567 1.156 1.531
H 7.019 -0.115 -1.127
H -2.500 1.939 -2.005
H 2.076 0.404 -3.038
H 1.752 -0.307 -5.171
H 2.484 4.342 3.511
H 4.992 1.839 4.597
H 1.752 2.698 -0.323
H 5.475 -2.418 0.708
H 6.121 1.394 -0.780
H 2.383 3.067 4.769
H 6.035 0.254 3.055
H -1.904 1.140 -4.492
H 1.106 -1.793 -5.534
H -1.895 2.274 4.537

=====

Model 2:
90
Properties=species:S:1:pos:R:3 method="wB97M-V/def2-TZVPD" gap_ev=5.194 e_lumo_ev=0.401 e_homo_ev=-4.794 total_charge=-1
Cl -4.507 3.674 -2.952
S 3.582 5.709 -1.805
Al 0.530 -1.359 -1.632
F 4.359 5.314 -3.226
F -1.699 5.086 -0.155
F 0.303 4.576 1.762
F 4.294 4.354 -1.074
F 2.332 4.723 -2.269
F -0.480 4.037 -1.829
F 0.529 6.612 -1.106
F 2.977 7.055 -2.570
F 0.906 6.855 1.103
F 4.980 6.556 -1.342
F 3.127 7.536 0.059
F 1.606 3.496 0.240
F 3.528 5.486 0.916
O -1.589 -3.432 1.439
O 0.374 -1.320 0.262
O 3.062 0.084 -0.788
O -1.682 2.061 3.809
O -1.138 -0.540 -1.797
N 2.804 0.182 -3.298
N -3.934 1.882 3.211
C 3.569 -0.901 -3.985
C -3.095 0.252 -0.715
C -3.439 1.151 -2.023
C 0.164 -4.440 3.799
C 0.823 -3.010 4.177
C -2.572 1.296 3.318
C -1.259 2.708 0.111
C -0.482 -4.241 1.076
C 2.836 6.139 -0.153
C -1.364 -4.607 4.278
C -1.030 -1.065 0.597
C -0.651 4.118 -0.420
C 2.008 -6.170 0.497
C -4.556 2.289 -1.709
C -1.922 -2.420 0.458
C 1.521 -6.107 -2.150
C -1.487 0.075 -0.500
C -0.085 -4.707 -0.341
C 0.418 -4.766 2.259
C 1.247 6.010 -0.019
C -0.580 1.424 -0.572
C 1.759 0.777 -4.175
C 0.686 4.558 0.374
C -0.896 -0.396 2.048
C -2.287 -0.211 2.839
C 1.631 -5.708 1.923
C 1.123 -5.638 -0.674
B 2.265 -0.278 -1.969
H 0.009 -2.245 4.407
H 0.394 -2.790 -2.342
H 4.502 -1.224 -3.414
H 0.656 -5.957 -2.877
H -0.238 -1.083 2.679
H 1.118 -0.029 -4.691
H 2.493 -5.600 -2.515
H 2.263 1.479 -4.946
H 1.759 -7.239 -2.106
H 1.056 1.422 -3.539
H 4.000 -0.096 -1.055
H -4.046 2.542 4.006
H 1.515 -3.116 5.094
H -1.111 2.586 1.253
H -1.469 -4.970 5.364
H 2.841 -1.757 -4.213
H -2.388 2.799 -0.041
H 1.471 -2.712 3.267
H -3.635 -0.740 -0.854
H -0.708 -4.361 -1.231
H -3.460 0.857 0.193
H -0.367 0.625 2.032
H -4.652 1.140 3.270
H 2.890 -6.861 0.304
H -5.586 1.802 -1.755
H -1.867 -3.574 4.175
H -3.000 -2.078 0.713
H 0.397 1.225 0.017
H -3.910 0.433 -2.796
H 3.936 -0.452 -4.988
H -1.963 -2.776 -0.624
H -2.527 1.676 -2.466
H -3.158 -0.549 2.184
H -4.422 2.784 -0.691
H -2.231 -0.850 3.792
H -0.265 1.560 -1.657
H 0.769 -5.227 4.397
H 2.245 -6.102 2.797
H -1.925 -5.302 3.550

=====

The calculated energies rank the structures as follows, beginning with the most stable: model 1, model 2.

=====

Model 1:
16
Properties=species:S:1:pos:R:3 method="wB97M-V/def2-TZVPD" gap_ev=8.765 smiles=CCSS.O.O e_lumo_ev=0.313 e_homo_ev=-8.452
S 1.057 -2.634 -0.278
S 0.833 -0.801 -1.180
O -1.129 5.020 1.668
O 0.496 1.786 1.527
C -1.938 -1.242 -0.655
C -0.828 -0.185 -0.677
H 0.884 -2.297 1.015
H 1.130 1.921 0.815
H -1.021 0.672 -1.326
H -1.822 5.099 2.341
H 0.667 2.491 2.156
H -2.809 -0.851 -1.175
H -1.580 -2.175 -1.073
H -0.564 0.256 0.275
H -0.341 4.831 2.208
H -2.198 -1.462 0.382

=====

Model 2:
16
Properties=species:S:1:pos:R:3 method="wB97M-V/def2-TZVPD" gap_ev=9.829 smiles=CCSS.O.O e_lumo_ev=0.600 e_homo_ev=-9.229
S -1.456 0.533 1.820
S 0.412 1.041 1.214
O -0.938 -3.659 -2.973
O 1.365 -1.982 -0.565
C 0.104 1.642 -0.478
C 1.455 2.002 -1.140
H -1.132 -4.594 -3.149
H 0.656 -1.355 -0.457
H -1.176 -3.280 -3.829
H 1.320 1.864 -2.215
H -0.342 0.865 -1.080
H 1.792 3.022 -1.005
H 1.756 -2.093 0.309
H -1.539 -0.711 1.324
H 2.207 1.292 -0.808
H -0.524 2.524 -0.362

=====

The calculated energies rank the structures as follows, beginning with the most stable: model 2, model 1.